1.
Density functional theory data (ωB97M-V with the def2-TZVPD basis set) for a cluster of 12 separate species, C58H72N12O2 in total at a distorted geometry.

ORCA input file:
```
! wB97M-V def2-TZVPD RIJCOSX def2/J DEFGRID3
* xyz 0 1
H 1.251 -3.786 1.804
H -4.050 1.779 5.402
H -6.283 -2.608 -3.488
H 7.367 -3.474 3.016
H -0.603 0.419 -4.747
C 1.148 -4.372 0.909
O -3.396 0.202 4.246
H 1.468 -2.481 -3.595
H -2.865 3.470 0.114
H -2.248 6.452 2.427
H -3.940 3.870 -3.836
H -0.191 6.800 0.537
H -4.292 -3.293 0.158
C -5.394 -2.909 -1.533
H -0.327 0.568 0.979
H 5.014 -0.238 1.640
C 0.625 -6.000 -1.242
C -5.089 2.415 2.260
N 1.435 3.549 -0.767
C 4.563 -0.945 -3.034
C -4.240 -2.805 -0.803
H -0.074 -1.479 4.631
C 5.435 -0.672 -2.016
H -5.947 0.427 2.572
H 1.446 -3.029 6.161
H -2.335 4.066 3.202
C -3.127 -1.817 -2.489
C -0.540 4.349 4.400
H 0.648 -1.515 0.888
N 2.267 -1.787 -7.765
C -1.496 6.137 3.153
H -3.014 -3.486 3.946
H 2.857 0.015 -6.949
H 0.787 0.601 3.972
C 4.012 1.285 -3.209
N 3.824 0.011 -3.622
C -0.096 -2.096 -8.135
C 0.688 4.291 -1.563
H 1.193 4.952 5.497
H -0.312 -2.475 -3.805
H -2.411 3.140 -2.132
C -3.628 2.822 0.571
C -3.172 1.442 4.877
H 2.384 0.332 -0.596
H 5.838 -1.414 -1.452
C 0.370 6.478 4.398
H 4.302 -1.907 -3.337
C -0.329 -0.927 -7.544
H 1.170 7.136 4.736
C 1.227 -2.455 -8.237
C 0.580 -1.851 -3.568
H 4.131 0.242 6.338
C 3.970 -1.795 2.544
C 2.204 -4.810 0.161
C 4.145 -2.958 3.183
H 0.354 -6.546 -2.160
H -5.054 -0.220 0.208
C 5.137 -1.187 2.141
H 7.245 -1.294 1.875
C 0.907 -1.214 5.073
H 3.017 -1.403 2.325
O 0.499 -1.045 -2.375
H 2.849 -5.850 -1.567
H 3.454 -1.893 7.264
C 4.872 1.621 -2.141
H 0.375 1.085 -0.617
H -3.452 -1.985 4.816
C -3.936 1.525 0.007
H -0.857 -2.833 -8.389
C 0.288 5.912 0.134
H -2.187 -1.895 0.935
H -4.140 -1.617 -4.321
C -2.445 -0.193 3.245
C -2.925 2.553 -5.354
C -0.069 0.322 -0.019
H 3.410 2.002 -3.714
H -3.710 -1.644 2.478
H -3.635 1.206 -0.967
C -1.283 1.233 -4.562
C -0.374 -5.465 -0.443
N 5.292 -3.550 3.378
H -2.214 -1.335 -2.809
C -2.711 -2.434 4.130
C -2.718 -1.633 2.871
H -1.450 0.004 3.631
N -4.207 3.276 1.670
C 6.392 -3.024 2.914
H -1.402 -5.575 -0.665
C -2.314 2.768 -3.124
H 3.131 -4.384 0.454
H 0.597 0.902 -6.776
C 3.208 -0.192 5.930
C -4.866 0.734 0.670
C 1.149 5.181 0.933
H 3.309 -3.476 3.640
H -5.465 2.763 3.185
N -0.532 6.948 3.531
C 5.554 0.595 -1.525
H 4.874 2.650 -1.887
H 1.352 5.522 1.968
H -6.190 -3.463 -1.061
H -1.475 -2.976 1.906
N -1.777 -2.026 1.827
C 0.643 -1.845 -1.189
C 1.379 0.021 4.679
H -0.695 1.498 -2.552
C -3.199 3.108 -4.077
H -0.900 0.044 -0.628
H 2.884 -1.212 -0.379
N 2.555 0.515 4.977
C 6.352 -1.777 2.256
N -2.016 1.604 -5.596
C 1.706 -1.993 5.873
H 1.526 -3.460 -8.529
C 1.661 4.029 0.401
H 0.599 -1.120 -4.355
H 1.509 -2.542 -1.302
C 1.957 -5.593 -0.970
N -3.102 -2.262 -1.244
H -0.720 5.889 -1.753
C -1.410 1.753 -3.247
N 2.299 -0.489 -0.019
C -4.232 -1.866 -3.339
C 0.358 5.181 4.861
C -1.577 4.793 3.552
H -1.730 -2.364 4.608
H 0.499 3.754 -2.533
C -0.047 5.370 -1.112
C 2.841 -1.429 6.436
H -3.460 2.961 -6.204
H -2.455 0.442 2.336
N -0.119 -4.733 0.687
H -2.970 2.246 4.075
H 6.199 0.870 -0.680
H -0.354 -2.397 -1.038
H -0.536 3.292 4.613
H 2.433 3.454 0.887
C 0.733 -0.090 -7.161
C -5.356 1.114 1.909
H -1.360 -0.544 -7.488
C -5.369 -2.480 -2.854
H -2.260 1.453 5.443
C 0.892 -0.937 0.011
C 2.018 -0.573 -7.281
*
```

## Properties
- maximum force (eV Å⁻¹) = 4.99
- energy (Eh) = -3060.6507
- M (g/mol) = 969.30
- SMILES = COC[C@H](C)N.COC[C@H](C)N.c1ccncc1.c1ccncc1.c1ccncc1.c1ccncc1.c1ccncc1.c1ccncc1.c1ccncc1.c1ccncc1.c1ccncc1.c1ccncc1

Atom charges from the Löwdin analysis, given in e for atoms 1 to 99: 0.096 0.087 0.125 0.099 0.066 -0.181 -0.210 0.082 0.095 0.106 0.112 0.103 0.104 -0.080 0.050 0.100 -0.061 -0.157 0.054 -0.142 -0.176 0.078 -0.087 0.133 0.118 0.070 -0.136 -0.099 0.086 0.060 -0.178 0.093 0.099 0.097 -0.123 0.070 -0.098 -0.160 0.109 0.090 0.078 -0.138 -0.098 0.055 0.071 -0.155 0.085 -0.103 0.108 -0.170 -0.093 0.105 -0.081 -0.086 -0.199 0.107 0.088 -0.092 0.100 -0.072 0.075 -0.213 0.112 0.126 -0.061 0.035 0.090 -0.045 0.111 -0.065 0.023 0.073 -0.191 -0.130 -0.022 0.090 0.117 0.076 -0.130 -0.136 0.061 0.087 -0.049 -0.442 0.093 0.058 -0.146 0.087 -0.129 0.091 0.088 -0.158 -0.087 -0.060 0.101 0.091 0.056 -0.091 0.090

=====

2.
Density functional theory data (ωB97M-V with the def2-TZVPD basis set) for a structure of composition C23H27IrN4P2S.

ORCA input file:
```
! wB97M-V def2-TZVPD RIJCOSX def2/J DEFGRID3
* xyz 3 2
C 2.029 2.336 -3.119
H 0.737 -4.328 -2.923
C 0.964 0.102 2.280
C 2.211 2.812 -0.291
H -0.467 4.100 -0.891
H 1.768 0.164 3.016
C 0.722 -2.388 -2.361
H 2.407 -2.040 0.398
H 2.558 4.832 -0.968
H -4.863 -5.959 0.531
C -2.048 -0.450 0.732
N -1.418 0.674 0.276
C -2.829 -5.278 0.406
H -3.924 0.901 3.204
N -0.596 -1.648 -0.701
H 4.935 3.547 2.345
C 2.824 4.062 -0.254
H -0.927 -4.337 0.276
Ir 0.208 0.252 -1.015
N 1.145 -3.411 -3.058
C 3.561 2.095 1.584
H 0.336 4.481 -2.413
H 2.855 1.629 -3.049
S 1.316 -0.784 -2.716
C -2.921 -0.391 1.803
H -2.413 -6.271 0.513
H -3.343 -1.300 2.204
H 2.436 3.336 -3.274
H -1.243 2.715 0.405
H 3.491 -1.095 1.430
C 2.903 -1.076 0.511
C 3.793 4.324 0.702
C -0.133 3.681 -1.839
C -4.775 -3.824 0.302
C -4.215 -5.099 0.422
H -4.389 -1.748 0.065
H 3.561 -0.904 -0.340
C -3.240 0.844 2.367
H -2.893 2.964 2.232
C -1.713 -1.733 0.060
C -2.539 -2.886 0.180
P 1.701 0.256 0.638
H -0.994 3.324 -2.406
C -2.669 1.982 1.840
H 1.828 -3.299 -3.797
H -5.849 -3.705 0.273
H 0.271 0.921 2.460
C -1.997 -4.197 0.260
C 2.572 1.833 0.636
C 4.168 3.340 1.611
H 0.457 -0.856 2.406
H 3.866 1.343 2.302
P 1.059 2.337 -1.593
H 1.401 2.079 -3.974
N -0.252 -2.677 -1.437
C -3.955 -2.728 0.208
H 4.268 5.296 0.734
C -1.744 1.850 0.809
*
```

## Properties
- maximum force (eV Å⁻¹) = 0.69
- energy (Eh) = -2296.0445
- M (g/mol) = 645.73

Taken from the natural (NBO) analysis, the atomic charges in e are: -0.962 0.449 -0.988 -0.377 0.255 0.285 0.286 0.260 0.230 0.259 0.116 -0.477 -0.197 0.273 -0.300 0.260 -0.121 0.235 0.364 -0.639 -0.169 0.282 0.264 0.006 -0.165 0.259 0.267 0.276 0.225 0.282 -0.989 -0.158 -0.964 -0.207 -0.038 0.236 0.280 -0.103 0.274 0.292 -0.053 1.429 0.273 -0.191 0.449 0.264 0.261 -0.134 -0.424 -0.147 0.260 0.233 1.162 0.273 -0.220 -0.148 0.259 0.093

=====

3.
Density functional theory data (ωB97M-V with the def2-TZVPD basis set) for a cluster of 2 separate species, C5H13NO in total at a distorted geometry.

ORCA input file:
```
! wB97M-V def2-TZVPD RIJCOSX def2/J DEFGRID3
* xyz 0 1
O -1.582 2.743 -0.384
H -0.047 -2.319 0.766
H -1.576 -0.817 2.089
C 0.539 -1.279 -1.072
H 2.233 0.081 -1.106
H 1.151 -1.955 -1.656
H -1.621 2.923 -1.330
C 0.619 -1.525 0.417
H 1.298 1.452 0.389
H 0.870 0.689 -2.055
C 0.190 -0.164 1.038
H -0.822 2.119 -0.263
H 1.624 -1.850 0.688
C -1.313 -0.157 1.269
C 1.137 0.135 -1.164
H -0.464 -1.225 -1.502
N 0.580 0.839 0.020
H 0.726 -0.068 1.982
H -1.871 -0.458 0.375
H -1.671 0.837 1.501
*
```

## Properties
- maximum force (eV Å⁻¹) = 1.30
- energy (Eh) = -328.3006
- M (g/mol) = 103.16
- SMILES = C[C@H]1CCCN1.O
- energy above the lowest of the compared OMol25 structures with the same formula, charge and spin (kcal/mol) = 11.4

Taken from the natural (NBO) analysis, the atomic charges in e are: -0.984 0.215 0.205 -0.422 0.171 0.216 0.459 -0.415 0.374 0.196 -0.054 0.493 0.205 -0.619 -0.214 0.209 -0.663 0.194 0.207 0.228

=====

4.
Density functional theory data (ωB97M-V with the def2-TZVPD basis set) for a cluster of 2 separate species, C3H6NO2 in total at a distorted geometry.

ORCA input file:
```
! wB97M-V def2-TZVPD RIJCOSX def2/J DEFGRID3
* xyz -1 1
H 0.262 -0.664 2.639
H -0.089 1.025 1.027
N 0.635 0.358 0.823
O -1.926 1.155 -0.849
H 0.508 0.074 -0.176
C 1.838 -1.564 1.651
C 0.911 -0.592 1.766
O -0.101 0.213 -1.754
H 2.521 -1.614 0.814
H -1.878 0.059 -2.579
C -1.342 0.470 -1.693
H 1.812 -2.343 2.402
*
```

## Properties
- maximum force (eV Å⁻¹) = 1.50
- energy (Eh) = -323.1864
- M (g/mol) = 88.09
- energy above the lowest of the compared OMol25 structures with the same formula, charge and spin (kcal/mol) = 20.0

Taken from the natural (NBO) analysis, the atomic charges in e are: 0.154 0.382 -0.862 -0.765 0.444 -0.592 0.042 -0.808 0.189 0.008 0.631 0.177

=====

5.
Density functional theory data (ωB97M-V with the def2-TZVPD basis set) for a structure of composition C48H71N3O4P2Ti at a distorted geometry.

ORCA input file:
```
! wB97M-V def2-TZVPD RIJCOSX def2/J DEFGRID3
* xyz 1 2
H 6.647 -1.148 -0.822
P 0.264 2.322 -2.003
H -3.014 3.726 -0.785
H -2.624 2.222 -1.632
H -5.497 0.359 1.580
O 1.096 2.420 0.892
H 5.557 -0.766 5.931
H -1.705 -4.393 6.192
C 4.856 -0.128 -0.143
C 4.323 -0.124 -1.577
C 0.234 3.766 -6.897
C 3.756 -0.763 4.754
H 0.841 2.404 3.341
C -0.178 2.827 -5.926
H 0.045 4.238 0.224
H -0.524 3.470 2.945
H -1.725 2.769 -9.471
H 2.305 -1.526 -4.015
N -1.471 0.874 -5.380
H -3.972 -4.125 5.987
C 3.764 -0.379 0.904
C 1.499 -0.880 1.700
O -0.592 1.575 2.081
C -0.407 4.714 -0.641
H -2.743 -2.109 6.914
H 3.681 -2.042 6.497
C 1.963 -1.005 3.013
H 3.529 1.395 4.898
H -4.125 0.442 -0.586
C -3.920 -3.630 5.018
H 5.210 -0.393 2.446
H -0.673 4.872 -3.419
C -1.132 1.835 -6.273
H -6.004 -1.194 2.256
C -2.563 -1.734 5.905
H 4.784 2.030 0.077
C 5.523 1.228 0.127
C -0.140 2.039 -3.783
C 3.173 0.500 5.411
C 3.247 -2.008 5.498
H 2.082 0.495 5.372
H -0.777 2.078 4.037
C -1.501 4.456 -2.847
C 1.863 3.179 -2.186
H -0.028 4.458 -8.888
H -0.496 -3.401 5.391
C -0.927 -1.355 1.835
H -2.546 -1.280 -4.828
C 3.293 -0.781 3.300
C -4.613 -1.346 0.563
H -2.823 -2.237 -3.338
C 1.495 -0.829 -3.789
H -4.767 -2.945 4.958
H 5.151 0.006 -2.276
H -3.658 -1.086 -1.347
C 2.392 -0.458 0.652
N 0.230 -0.986 1.215
H 3.621 0.694 -1.726
H -1.196 5.384 -0.292
H -4.432 -2.293 2.990
H -1.359 -4.651 4.478
C -1.016 3.696 -1.613
C -2.577 -2.897 4.899
H 1.743 4.033 -2.847
C -1.461 -3.891 5.255
H 6.413 -1.254 0.920
H 2.576 2.484 -2.631
H 2.222 3.478 -1.203
C -1.094 -2.006 3.061
H -5.359 -0.604 -1.312
C 4.159 -0.521 2.231
C -3.337 -1.417 1.412
C -4.422 -0.594 -0.753
C -1.298 2.765 -8.478
H 5.744 -1.568 4.370
H -0.590 -3.267 -2.450
H -4.154 -3.315 -0.237
H -2.429 1.067 -7.803
H 0.351 5.322 -1.136
H 0.717 -2.788 -5.351
H -2.103 3.829 -3.507
H 3.531 -2.919 4.968
C 5.894 -1.258 -0.039
H -5.834 -2.808 -0.486
N 0.288 2.911 -4.659
H -1.602 -1.215 5.895
C -0.964 0.947 -4.176
C -0.234 2.444 3.171
C -0.153 -2.238 -4.986
H -0.401 -1.474 -5.725
C -1.695 1.827 -7.568
C -3.441 -2.016 2.665
C 0.185 -1.606 -3.638
C -2.056 -1.012 1.019
H 6.295 1.421 -0.621
C 0.175 1.630 0.987
H 5.994 1.259 1.111
C -2.223 2.997 -0.972
H -3.545 -0.629 -3.524
H -2.128 5.286 -2.513
C -5.756 -0.672 1.332
C -2.362 -2.307 3.510
H -1.966 2.532 -0.021
O -1.722 -0.304 -0.060
H -0.233 -2.318 3.628
H -6.651 -0.662 0.708
C -5.000 -2.797 0.220
H 1.763 -0.296 -2.880
H 3.477 0.558 6.458
H 3.826 -1.067 -1.810
H 2.162 -2.000 5.614
P -1.194 -0.453 -3.007
H -3.341 -1.006 5.665
H -0.984 -2.940 -4.916
C -0.324 3.732 -8.143
H 1.126 -3.394 -2.843
H 5.693 0.206 4.471
H -4.023 -4.391 4.243
C 0.334 -2.696 -2.566
H 0.973 4.505 -6.617
H 1.268 -1.209 3.811
H 0.594 -2.269 -1.592
O 1.752 -0.125 -0.467
C -2.673 -1.240 -3.752
H 5.413 -2.230 -0.160
H 1.440 -0.114 -4.611
Ti -0.039 0.154 -0.456
H -5.298 -3.355 1.109
C 5.281 -0.720 4.878
*
```

## Properties
- maximum force (eV Å⁻¹) = 2.70
- energy (Eh) = -3868.9725
- M (g/mol) = 863.93
- energy above the lowest of the compared OMol25 structures with the same formula, charge and spin (kcal/mol) = 33.1

Atom charges from the Löwdin analysis, given in e for atoms 1 to 99: 0.090 1.056 0.098 0.071 0.095 0.005 0.089 0.089 -0.530 -0.053 -0.003 -0.550 0.090 -0.199 0.058 0.096 0.112 0.099 0.146 0.088 -0.068 -0.156 -0.088 -0.078 0.091 0.089 0.058 0.092 0.085 -0.054 0.101 0.077 -0.197 0.077 -0.034 0.090 -0.028 -0.420 -0.036 -0.041 0.077 0.095 -0.087 -0.211 0.112 0.069 -0.156 0.035 -0.141 -0.531 0.055 -0.083 0.082 0.096 0.043 -0.203 0.061 0.057 0.096 0.100 0.097 -0.653 -0.550 0.048 -0.046 0.079 0.042 0.047 0.061 0.097 0.056 -0.067 -0.055 -0.056 0.094 0.085 0.092 0.118 0.086 0.095 0.083 0.096 -0.037 0.090 0.139 0.082 -0.408 -0.019 -0.090 0.075 -0.005 0.050 -0.689 -0.196 0.091 -0.523 0.082 -0.090 0.043

=====

6.
Density functional theory data (ωB97M-V with the def2-TZVPD basis set) for a cluster of 2 separate species, C9H11O2 in total at a distorted geometry.

ORCA input file:
```
! wB97M-V def2-TZVPD RIJCOSX def2/J DEFGRID3
* xyz -1 1
O 1.488 0.445 -1.453
H -1.139 2.840 1.591
O 2.565 0.242 -3.417
H 0.255 1.428 -0.066
C -1.352 1.805 1.358
H -1.077 -2.985 0.687
H -3.337 -0.646 2.644
H 3.938 -1.315 -1.790
C -1.720 -0.983 1.262
H -2.757 -2.598 0.301
C 2.488 0.195 -2.170
C -0.797 -0.332 0.454
H 3.590 -0.308 -0.376
H -3.073 1.784 2.631
C 3.776 -0.295 -1.456
H -2.244 -2.916 1.972
C -2.480 -0.206 2.134
C -1.960 -2.449 1.024
C -2.388 1.173 2.048
H 4.581 0.427 -1.601
C -0.524 1.032 0.557
H -0.288 -0.815 -0.367
*
```

## Properties
- maximum force (eV Å⁻¹) = 1.44
- energy (Eh) = -500.0778
- M (g/mol) = 151.19
- energy above the lowest of the compared OMol25 structures with the same formula, charge and spin (kcal/mol) = 9.3

Taken from the natural (NBO) analysis, the atomic charges in e are: -0.825 0.199 -0.784 0.276 -0.242 0.220 0.192 0.203 -0.034 0.211 0.771 -0.200 0.190 0.190 -0.740 0.199 -0.246 -0.623 -0.217 0.199 -0.185 0.246